A.
# C2H6OS2

A 2-piece molecular cluster, C2H6OS2 overall (wB97M-V/def2-TZVPD, OMol25).

Geometry (Å):
1 C -2.23397 0.33571 1.08182
2 S -2.97385 0.64221 -0.30362
3 H -1.79205 1.02597 1.75345
4 H -1.85301 -0.73184 1.29991
5 C 2.51487 0.44396 -0.47592
6 S 1.04503 0.69351 0.48970
7 O 0.39599 1.96372 -0.28173
8 H 3.39836 1.02669 -0.22806
9 H 2.23529 0.62815 -1.61507
10 H 3.01680 -0.58676 -0.37604
11 H -0.01208 1.71710 -1.20851

As for the SMILES: C=S.CSO. The calculation puts the LUMO energy at -0.0157 hartree. The frontier orbital gap is 8.30 eV.

B.
# C2H6OS2

A 2-piece molecular cluster, C2H6OS2 overall (wB97M-V/def2-TZVPD, OMol25).

Geometry (Å):
1 C 0.21961 0.81363 -1.22467
2 C 1.16022 0.47689 -0.33591
3 O 1.94232 -0.70004 -0.43273
4 H -0.77320 1.07398 -0.88987
5 H 0.37612 0.59556 -2.27677
6 H 1.43362 0.97369 0.58871
7 H 2.82063 -0.47177 -0.77359
8 S -2.16737 0.24580 1.22981
9 S -1.41852 -1.66274 1.42381
10 H -3.38768 -0.06968 1.70639
11 H -0.20576 -1.27533 0.98484

As for the SMILES: C=CO.SS. The calculation puts the LUMO energy at 0.0168 hartree. The frontier orbital gap is 8.78 eV.

Which structure loses on stability? A does.

A.
# C4H6F2

One molecule with the formula C4H6F2 (wB97M-V/def2-TZVPD, OMol25).

Geometry (Å):
1 C -1.80388 0.47665 -0.05171
2 C -0.98819 -0.48667 0.29524
3 C 0.33068 -0.52989 -0.52814
4 C 1.48564 0.08746 0.28715
5 F 2.68071 -0.46767 -0.00318
6 F 1.58341 1.44407 -0.00947
7 H -1.51852 1.24941 -0.78202
8 H -2.81420 0.60532 0.41784
9 H -1.11686 -0.99009 1.25388
10 H 0.63821 -1.55733 -0.81768
11 H 0.11159 0.09268 -1.41161
12 H 1.41142 0.07604 1.34970

As for the SMILES: C=CCC(F)F. The calculation puts the LUMO energy at 0.0428 hartree. The frontier orbital gap is 11.40 eV.

B.
# C4H6F2

One molecule with the formula C4H6F2 (wB97M-V/def2-TZVPD, OMol25).

Geometry (Å):
1 C 0.66834 1.02927 1.01316
2 C -0.13371 0.80937 -0.30262
3 C -0.69024 -0.52271 -0.49827
4 C -0.14698 -1.77447 -0.75666
5 F 1.07965 -2.11227 -0.85846
6 F -0.94349 -2.82480 -0.60450
7 H 0.71688 2.10241 1.08617
8 H 1.70362 0.48689 1.00137
9 H 0.09171 0.67890 1.87245
10 H -1.02395 1.51034 -0.22956
11 H 0.42388 1.13486 -1.23316
12 H -1.74572 -0.51778 -0.48992

As for the SMILES: CCC=C(F)F. The calculation puts the LUMO energy at 0.0339 hartree. The frontier orbital gap is 9.95 eV.

Which structure loses on stability? B does.

A.
# C3H12O2S2

A 3-piece molecular cluster, C3H12O2S2 overall (wB97M-V/def2-TZVPD, OMol25).

Geometry (Å):
1 C -1.41433 0.99215 -0.46289
2 C -1.28384 -0.55337 -0.03080
3 S -2.18028 -0.55106 1.67776
4 S -0.61324 -1.37420 2.69171
5 C -0.72962 -3.00751 2.01179
6 H -0.78210 1.11560 -1.38948
7 H -0.96077 1.58951 0.41306
8 H -2.44777 1.21704 -0.71138
9 H -1.96300 -1.30170 -0.46416
10 H -0.18691 -0.94290 0.14569
11 H 0.24167 -3.07365 1.50416
12 H -0.97753 -3.78422 2.76100
13 H -1.55173 -3.02591 1.21153
14 O 3.16583 1.42853 -1.16657
15 H 3.92204 1.77377 -0.61581
16 H 3.31224 0.52428 -1.30331
17 O 1.20411 3.28148 -1.99969
18 H 2.13987 3.33844 -1.98139
19 H 1.10536 2.35371 -2.29124

As for the SMILES: CCSSC.O.O. The calculation puts the LUMO energy at 0.0115 hartree. The frontier orbital gap is 8.67 eV.

B.
# C3H12O2S2

A 3-piece molecular cluster, C3H12O2S2 overall (wB97M-V/def2-TZVPD, OMol25).

Geometry (Å):
1 C -0.90775 1.13459 -2.73479
2 C -0.86254 1.12671 -1.21869
3 S -0.69276 -0.58912 -0.59190
4 S -1.15023 -0.22135 1.46421
5 C 0.26968 -0.83586 2.39732
6 H -1.76216 0.56148 -3.13199
7 H 0.01903 0.76629 -3.20318
8 H -1.02951 2.19750 -3.08347
9 H -0.03679 1.71216 -0.73642
10 H -1.81171 1.50222 -0.70914
11 H 0.30538 -1.91922 2.59605
12 H 1.07176 -0.70388 1.64799
13 H 0.25014 -0.31605 3.35070
14 O 2.33995 -1.28260 -1.07967
15 H 2.75443 -2.02012 -0.60221
16 H 1.50404 -1.71333 -1.40668
17 O 1.85289 1.58020 0.89573
18 H 1.91847 0.79973 0.34262
19 H 1.76557 1.16728 1.78708

As for the SMILES: CCSSC.O.O. The calculation puts the LUMO energy at 0.0155 hartree. The frontier orbital gap is 8.83 eV.

Which structure loses on stability? A does.

A.
# C4H12NO

A 2-piece molecular cluster, C4H12NO overall (wB97M-V/def2-TZVPD, OMol25).

Geometry (Å):
1 C -0.50466 -0.10677 0.06122
2 O 0.55473 -1.12134 0.06215
3 C -1.60959 -0.44348 1.02360
4 C -2.66308 0.66710 0.99523
5 H -0.00318 0.82957 0.30492
6 H -0.90601 -0.05135 -0.95406
7 H 0.16173 -1.95984 -0.15464
8 H -2.07865 -1.36788 0.66503
9 H -1.21683 -0.64642 2.01903
10 H -3.03470 0.79242 -0.02225
11 H -3.50655 0.45796 1.64405
12 H -2.22662 1.61796 1.30333
13 C 3.01487 0.45729 -1.72140
14 N 2.73858 -0.00313 -0.57416
15 H 2.33825 0.15627 -2.51289
16 H 3.86760 1.08466 -1.95161
17 H 3.27665 0.25614 0.24836
18 H 1.79745 -0.61915 -0.43589

The calculation puts the LUMO energy at -0.1715 hartree. The net charge is +1. The frontier orbital gap is 10.49 eV.

B.
# C4H12NO

A 2-piece molecular cluster, C4H12NO overall (wB97M-V/def2-TZVPD, OMol25).

Geometry (Å):
1 C -0.81968 0.85859 0.92908
2 O -1.13720 1.29016 -0.48381
3 C 0.22293 -0.35121 0.88079
4 C 0.57080 -0.76207 2.34179
5 H -0.36906 1.70810 1.45981
6 H -1.78845 0.57627 1.34574
7 H -1.44782 2.19222 -0.36320
8 H -0.31670 -1.17267 0.33722
9 H 1.14372 -0.02634 0.36761
10 H -0.34844 -0.68434 2.91994
11 H 0.94564 -1.78281 2.41787
12 H 1.29430 -0.11205 2.84639
13 C 0.75783 -0.75855 -2.46331
14 N -0.10298 0.17269 -2.57434
15 H 0.98746 -1.11180 -1.42493
16 H 1.25359 -1.18287 -3.32353
17 H -0.24935 0.51569 -3.50766
18 H -0.59660 0.63101 -1.70547

The calculation puts the LUMO energy at -0.1723 hartree. The net charge is +1. The frontier orbital gap is 10.66 eV.

Which structure loses on stability? B does.